C5H11N2O in the gas phase in a non-equilibrium geometry, computed with ωB97M-V/def2-TZVPD.

```
! RIJCOSX wB97M-V def2-TZVPD def2/J DEFGRID3
* xyz 0 2
O 2.286 0.814 -0.756
C 1.465 0.230 -0.099
C 0.127 0.931 0.258
C -0.943 0.136 -0.367
C -0.901 -1.367 0.162
C -0.220 -2.311 -0.480
N -1.605 -1.283 1.395
N 0.061 2.373 -0.184
H 1.628 -0.800 0.222
H 0.036 1.068 1.381
H -1.910 0.439 0.007
H -0.987 0.052 -1.560
H 0.380 -2.004 -1.354
H 0.004 -3.415 -0.515
H -1.481 -2.169 1.967
H -2.624 -1.089 1.428
H -0.457 2.379 -1.059
H 1.035 2.746 -0.312
H -0.270 2.937 0.522
*
```

Output
Energy above the lowest of the compared OMol25 structures with the same formula, charge and spin ... 361.6 kJ/mol
Max |F| ... 4.84 eV/Å
HOMO energy (alpha / beta) ... -3.37 / -9.23 eV
<S²> ... 0.751

=====

An isolated ion of composition C5H11N2O and charge +1 in a non-equilibrium geometry, computed with ωB97M-V/def2-TZVPD.

```
! RIJCOSX wB97M-V def2-TZVPD def2/J DEFGRID3
* xyz 1 1
C 1.434 1.709 0.785
C 0.067 1.741 0.114
C 0.307 -0.691 0.569
C 1.060 -1.855 0.177
C -1.680 0.021 -0.789
N 1.970 2.803 1.062
N -0.258 0.347 -0.444
O 1.781 0.446 1.061
H -0.682 2.078 0.849
H 0.013 2.375 -0.800
H -0.269 -0.660 1.444
H 1.492 -2.263 1.078
H 1.951 -1.732 -0.567
H 0.344 -2.635 -0.366
H -1.721 -0.153 -1.830
H -1.893 -0.772 -0.048
H -2.338 0.943 -0.617
H 2.908 2.655 1.528
H 0.258 0.320 -1.312
*
```

Output
Energy above the lowest of the compared OMol25 structures with the same formula, charge and spin ... 406.8 kJ/mol
Max |F| ... 6.45 eV/Å
HOMO energy ... -13.91 eV

=====

An isolated ion of composition C5H11N2O and charge +1 in a non-equilibrium geometry, computed with ωB97M-V/def2-TZVPD.

```
! RIJCOSX wB97M-V def2-TZVPD def2/J DEFGRID3
* xyz 1 1
C 0.194 0.810 -1.293
C -0.969 1.629 -0.656
C 0.461 -0.408 -0.397
C 0.460 -0.066 1.064
C 0.720 -1.265 1.903
N -0.629 1.982 0.689
N -0.528 -1.392 -0.664
O -0.184 0.945 1.570
H -0.069 0.554 -2.249
H 1.161 1.342 -1.320
H -1.254 2.651 -1.093
H -1.813 1.027 -0.601
H 1.453 -0.735 -0.601
H 1.357 -1.772 1.199
H -0.245 -1.750 1.922
H 1.031 -1.033 2.877
H -1.249 2.573 1.207
H -1.364 -1.288 -0.183
H -0.076 -2.245 -0.838
*
```

Output
Energy above the lowest of the compared OMol25 structures with the same formula, charge and spin ... 454.9 kJ/mol
Max |F| ... 3.76 eV/Å
HOMO energy ... -14.04 eV

=====

An isolated ion of composition C5H11N2O and charge +1 in a non-equilibrium geometry, computed with ωB97M-V/def2-TZVPD.

```
! RIJCOSX wB97M-V def2-TZVPD def2/J DEFGRID3
* xyz 1 1
C -0.131 -0.981 -0.713
C 1.286 -1.605 -0.381
C -0.091 0.406 -0.032
C -0.729 0.404 1.443
C -0.764 1.429 -0.966
N 1.719 1.848 0.199
N 1.330 0.711 0.049
O 2.076 -0.382 0.075
H -0.394 -1.054 -1.778
H -1.111 -1.391 -0.252
H 1.287 -2.304 0.511
H 1.967 -1.967 -1.158
H -1.046 -0.564 1.722
H -1.479 1.230 1.561
H 0.063 0.614 2.209
H -0.890 2.475 -0.539
H -1.847 1.041 -1.102
H -0.316 1.287 -2.026
H 2.658 2.097 0.527
*
```

Output
Energy above the lowest of the compared OMol25 structures with the same formula, charge and spin ... 490.7 kJ/mol
Max |F| ... 2.80 eV/Å
SMILES ... [H]/N=[N+]1\OCCC1(C)C
HOMO energy ... -15.97 eV

=====

A 2-piece molecular cluster, C5H11N2O overall in a non-equilibrium geometry, computed with ωB97M-V/def2-TZVPD.

```
! RIJCOSX wB97M-V def2-TZVPD def2/J DEFGRID3
* xyz 1 1
O -0.329 -0.361 1.152
C -0.339 0.830 1.077
C -0.366 1.501 -0.265
C -0.548 0.743 -1.461
C 0.847 0.553 -2.089
C 2.588 -0.561 -1.004
N 1.725 0.353 -0.958
N -2.234 -2.022 3.071
H -0.280 1.450 1.981
H -0.337 2.580 -0.208
H -1.249 1.169 -2.181
H -0.955 -0.220 -1.111
H 0.804 -0.227 -2.849
H 1.097 1.473 -2.604
H 3.237 -0.658 -0.142
H 2.659 -1.227 -1.860
H -2.960 -1.398 3.375
H -1.747 -1.710 2.253
H -1.613 -2.270 3.822
*
```

Output
Energy above the lowest of the compared OMol25 structures with the same formula, charge and spin ... 538.8 kJ/mol
Max |F| ... 1.67 eV/Å
HOMO energy ... -12.09 eV

=====

A 2-piece molecular cluster, C5H11N2O2 overall in a non-equilibrium geometry, computed with ωB97M-V/def2-TZVPD.

```
! RIJCOSX wB97M-V def2-TZVPD def2/J DEFGRID3
* xyz -1 1
C 1.063 1.375 0.712
C 0.131 1.157 -1.601
C -0.935 -2.356 -0.030
C 0.625 0.463 -0.347
C -1.422 -1.130 0.573
N -2.300 -0.449 -0.139
N -3.185 0.368 0.330
O -3.184 0.738 1.504
O -4.069 0.694 -0.452
H 0.307 2.249 0.710
H 1.960 1.944 0.312
H 1.374 0.940 1.619
H -0.025 0.387 -2.327
H 0.941 1.865 -2.216
H -0.763 1.769 -1.487
H 0.019 -2.607 0.278
H -1.478 -3.302 0.186
H -0.773 -2.145 -1.144
H 1.137 -0.486 -0.487
H -1.195 -1.146 1.589
*
```

Output
Energy above the lowest of the compared OMol25 structures with the same formula, charge and spin ... 520.6 kJ/mol
Max |F| ... 3.48 eV/Å
HOMO energy (alpha / beta) ... -3.44 / -1.81 eV

=====

An isolated ion of composition C5H11N2S and charge +1 in a non-equilibrium geometry, computed with ωB97M-V/def2-TZVPD.

```
! RIJCOSX wB97M-V def2-TZVPD def2/J DEFGRID3
* xyz 1 1
C 0.312 -1.354 0.650
C 1.519 -1.794 0.267
C 2.693 0.536 0.326
C -1.930 -0.294 -1.118
C -1.610 0.059 0.346
N 3.274 1.671 0.100
N -0.201 -0.137 0.508
S 2.606 -0.828 -0.661
H -0.343 -2.079 1.199
H 1.938 -2.785 0.346
H 2.121 0.375 1.209
H -1.556 -1.295 -1.208
H -2.958 -0.249 -1.204
H -1.230 0.363 -1.663
H -2.168 -0.603 1.021
H -1.976 1.039 0.558
H 3.117 2.430 0.780
H 3.881 1.894 -0.644
H 0.222 0.472 -0.251
*
```

Output
Energy above the lowest of the compared OMol25 structures with the same formula, charge and spin ... 188.5 kJ/mol
Max |F| ... 3.37 eV/Å
HOMO energy ... -12.43 eV

=====

A 2-piece molecular cluster, C5H11N2S overall in a non-equilibrium geometry, computed with ωB97M-V/def2-TZVPD.

```
! RIJCOSX wB97M-V def2-TZVPD def2/J DEFGRID3
* xyz 1 1
C 1.017 0.195 0.906
C 1.308 -1.601 -0.337
C 0.279 -0.624 -1.093
C 0.197 1.813 -0.773
C -1.851 0.115 0.713
N 1.698 -0.846 0.852
N 0.111 0.473 -0.133
S -1.841 -1.425 1.478
H 1.278 0.931 1.676
H 1.032 -2.583 -0.158
H 2.293 -1.578 -0.930
H 0.647 -0.154 -2.013
H -0.788 -0.990 -1.279
H -0.793 2.109 -1.065
H 0.496 2.650 -0.028
H 0.762 1.724 -1.608
H -2.095 1.039 1.326
H -2.408 0.024 -0.283
H -1.340 -1.274 2.749
*
```

Output
Energy above the lowest of the compared OMol25 structures with the same formula, charge and spin ... 358.3 kJ/mol
Max |F| ... 4.85 eV/Å
HOMO energy ... -13.98 eV

=====

A 2-piece molecular cluster, C5H11N3 overall in a non-equilibrium geometry, computed with ωB97M-V/def2-TZVPD.

```
! RIJCOSX wB97M-V def2-TZVPD def2/J DEFGRID3
* xyz 0 1
C 1.792 -0.251 -1.280
C 1.101 -0.169 0.057
C -0.027 0.953 0.212
N -0.140 1.466 1.493
C -0.680 1.439 -0.849
N 1.713 -0.597 1.115
H 0.773 1.611 1.922
H -0.718 2.301 1.545
H 1.113 -0.465 1.938
H 1.156 -0.797 -1.980
H 2.001 0.746 -1.673
H 2.757 -0.757 -1.190
H -0.594 1.002 -1.837
H -1.439 2.208 -0.742
C -1.554 -1.639 0.577
N -2.663 -1.727 -0.054
H -2.553 -2.154 -0.977
H -1.505 -1.384 1.644
H -0.533 -1.787 0.079
*
```

Output
Energy above the lowest of the compared OMol25 structures with the same formula, charge and spin ... 228.3 kJ/mol
Max |F| ... 3.46 eV/Å
SMILES ... [H]/N=C(/C)C(=C)N.C=N
HOMO energy ... -8.85 eV

=====

C5H11N3 in the gas phase in a non-equilibrium geometry, computed with ωB97M-V/def2-TZVPD.

```
! RIJCOSX wB97M-V def2-TZVPD def2/J DEFGRID3
* xyz 0 1
C 1.398 -1.395 -0.147
C -1.664 -1.341 0.310
C 0.050 0.802 0.214
C 1.136 0.060 0.025
C -1.378 0.107 0.015
N -0.020 2.198 0.082
N 2.379 0.882 0.134
N -2.274 0.948 -0.322
H -0.900 2.525 0.468
H -0.045 2.450 -0.912
H 2.260 1.843 0.419
H 3.072 0.750 -0.587
H -3.231 0.600 -0.264
H 2.447 -1.540 -0.399
H 1.197 -1.947 0.770
H 0.788 -1.810 -0.945
H -1.094 -1.686 1.169
H -1.395 -1.966 -0.541
H -2.729 -1.479 0.510
*
```

Output
Energy above the lowest of the compared OMol25 structures with the same formula, charge and spin ... 127.3 kJ/mol
Max |F| ... 4.95 eV/Å
SMILES ... [H]/N=C(C)/C(N)=C(\C)N
HOMO energy ... -7.81 eV

=====

C5H11N3 as an isolated structure in a non-equilibrium geometry, computed with ωB97M-V/def2-TZVPD.

```
! RIJCOSX wB97M-V def2-TZVPD def2/J DEFGRID3
* xyz 0 1
C -2.609 1.213 -0.512
C -1.070 -1.862 0.495
C -2.154 0.002 -0.416
C 0.965 1.266 0.003
C 0.459 -0.772 -1.229
N -1.149 -0.798 -0.237
N 1.996 -0.970 0.546
N 1.414 -0.059 -0.443
H -2.144 2.134 -0.117
H -3.599 1.413 -0.787
H -0.108 -2.414 0.596
H -1.713 -2.131 1.407
H 1.657 2.162 -0.057
H 0.175 1.644 -0.683
H 0.522 0.994 0.960
H 0.814 -1.855 -1.178
H 0.021 -0.421 -2.107
H 2.844 -0.524 0.863
H 1.353 -1.145 1.286
*
```

Output
Energy above the lowest of the compared OMol25 structures with the same formula, charge and spin ... 684.9 kJ/mol
Max |F| ... 4.93 eV/Å
HOMO energy (alpha / beta) ... -6.36 / -6.36 eV

=====

C5H11N3 as an isolated structure in a non-equilibrium geometry, computed with ωB97M-V/def2-TZVPD.

```
! RIJCOSX wB97M-V def2-TZVPD def2/J DEFGRID3
* xyz 2 1
C 0.352 -0.337 0.004
C -1.398 1.398 -0.042
C -0.085 -1.583 1.736
C -1.320 -0.606 1.542
C 1.102 1.223 -2.231
N 0.780 -1.345 0.639
N -0.737 0.360 0.479
N 1.625 0.194 -1.304
H -2.220 1.993 0.283
H -1.041 1.803 -0.936
H 0.417 -1.244 2.581
H -0.432 -2.610 1.918
H -2.328 -1.046 1.304
H -1.364 -0.070 2.459
H 2.042 1.433 -2.906
H 0.890 2.116 -1.634
H 0.108 0.877 -2.694
H 1.695 -1.852 0.487
H 1.916 -0.705 -1.685
*
```

Output
Energy above the lowest of the compared OMol25 structures with the same formula, charge and spin ... 678.9 kJ/mol
Max |F| ... 9.22 eV/Å
HOMO energy ... -18.48 eV

=====

- Which value of energy above the lowest of the compared OMol25 structures with the same formula, charge and spin does entry 5 give?
  538.8 kJ/mol

=====

- max |F| of number 8 (C5H11N2S)?
  4.85 eV/Å